No. 1
25
Properties=species:S:1:pos:R:3 method="wB97M-V/def2-TZVPD" homo_lumo_gap_ev="10.916 / 4.517" lumo_energy_ev="-7.05 / -13.45" e_above_lowest_ev=2.585 multiplicity=2 total_energy_ha=-421.8111 total_charge=+2
C -1.96119 -0.63173 -2.47031
C -1.39686 0.28295 -1.47217
C 0.07689 0.58569 -1.82980
C 0.96495 0.74611 -0.47857
N 1.32381 -0.65854 -0.00934
N -1.56444 -0.31697 -0.09760
H -1.31684 -0.65668 -3.30236
H -2.44841 -1.56590 -2.11328
H -2.85922 -0.19468 -3.02668
H -1.91291 1.22396 -1.66051
H 0.48736 1.35098 -2.44789
H 0.54476 -0.28952 -2.26492
H 1.83535 1.34119 -0.74817
H 0.40679 1.13402 0.42587
H 1.92870 -0.99607 -0.69430
H 1.56647 -0.66290 0.88051
H -1.86133 0.37982 0.70823
H -2.25839 -1.01352 -0.12212
H 0.37603 -1.09069 -0.15898
H 2.54399 -1.16693 2.90596
H 1.10550 -0.84590 3.15286
O 1.69808 -1.35071 2.61507
H 0.46659 1.97870 3.65131
H 1.37356 1.26153 4.68295
O 0.88077 1.15579 3.87423

No. 2
49
Properties=species:S:1:pos:R:3 method="wB97M-V/def2-TZVPD" homo_lumo_gap_ev=7.728 lumo_energy_ev=-5.99 e_above_lowest_ev=0.183 total_energy_ha=-1262.6803 total_charge=+2
Sn 1.15228 -0.76119 -0.74101
C 3.39648 1.84251 1.30209
C 2.10798 1.80041 2.02599
O 1.17188 0.93561 1.57369
C 1.64288 2.45831 3.12719
C 0.34648 1.96611 3.38439
C -0.62122 2.32261 4.43339
N 0.05308 1.05621 2.46299
N -1.03182 0.36441 2.41599
C -1.36972 -0.53579 1.53529
O -0.67842 -0.84259 0.49279
C -2.64592 -1.20089 1.80139
C -2.80482 -2.54769 1.47639
C -4.00652 -3.17999 1.72849
C -5.06892 -2.46659 2.26699
C -4.91802 -1.12479 2.58779
C -3.70692 -0.49659 2.37629
H 3.24368 1.62711 0.23949
H 4.08428 1.09641 1.70409
H 3.86938 2.81341 1.42059
H 2.16188 3.19851 3.70279
H -0.18082 3.02691 5.13319
H -0.94982 1.42841 4.96319
H -1.50962 2.76801 3.98399
H -1.96622 -3.09809 1.07119
H -4.11492 -4.23129 1.51089
H -6.01482 -2.95639 2.43689
H -5.74552 -0.57229 3.00469
H -3.57342 0.54201 2.62639
N 0.40728 1.34331 -1.96731
C 0.85358 1.44211 -3.36891
C 2.32128 1.03551 -3.49471
N 2.59618 -0.29139 -2.92961
C 2.44728 -1.42479 -3.85251
C 0.99748 -1.88359 -3.98731
N 0.42848 -2.19549 -2.66311
H -0.60792 1.42751 -1.94111
H 0.76378 2.15541 -1.46371
H 0.75228 2.46791 -3.74001
H 0.21718 0.80001 -3.97501
H 2.91888 1.76051 -2.93561
H 2.61338 1.09421 -4.54871
H 3.57888 -0.28529 -2.66731
H 3.03078 -2.25119 -3.43691
H 2.84528 -1.18779 -4.84701
H 0.97858 -2.76219 -4.64001
H 0.40088 -1.10159 -4.45151
H 0.72288 -3.13839 -2.40391
H -0.58922 -2.23779 -2.73341

No. 3
18
Properties=species:S:1:pos:R:3 method="wB97M-V/def2-TZVPD" homo_lumo_gap_ev="8.463 / 7.664" lumo_energy_ev="-11.65 / -12.45" e_above_lowest_ev=3.358 multiplicity=2 total_energy_ha=-288.7356 total_charge=+2
O -2.92079 -0.22625 -0.31768
C -1.74940 0.53438 -0.44894
C -0.73720 -0.46824 0.00901
N 2.34323 1.01517 -0.07376
C 3.54887 0.36270 -0.39128
C -0.84544 -1.17423 1.26463
H -2.86611 -1.01495 -0.88955
H -1.89887 1.39578 0.19836
H -1.64141 0.87540 -1.47914
H -0.54239 -1.19573 -0.79871
H 2.29849 1.50424 0.82594
H 1.40728 0.70499 -0.36685
H 4.35426 1.11020 -0.46914
H 3.49681 -0.21554 -1.30839
H 3.83891 -0.31672 0.43828
H 0.14182 -1.15630 1.77066
H -1.59538 -0.77392 1.94364
H -1.02398 -2.23196 1.03259